{
  "formula": "C26H28N3RuS3Sb2",
  "method": "wB97M-V/def2-TZVPD",
  "de_lowest_kcal_mol": 72.59,
  "spin_multiplicity": 2,
  "s_squared": 0.768,
  "charge": 0,
  "largest_force_ev_per_a": 2.69,
  "e_lumo_ev": [-1.697, -1.424],
  "orbital_gap_ha": [0.204, 0.213],
  "homo_ev": [-7.247, -7.219],
  "symbols": ["Ru", "C", "C", "C", "C", "C", "C", "C", "C", "C", "S", "C", "N", "H", "H", "H", "H", "H", "H", "H", "H", "S", "C", "C", "N", "C", "S", "C", "N", "C", "Sb", "C", "C", "C", "C", "C", "C", "C", "C", "C", "Sb", "C", "C", "H", "H", "H", "H", "H", "H", "H", "H", "H", "H", "H", "H", "H", "H", "H", "H", "H", "H", "H", "H"],
  "coordinates": [[-0.018, -0.185, -0.301], [0.117, -3.520, 0.182], [-0.653, -2.933, 1.325], [-1.241, -3.791, 2.276], [-1.887, -3.264, 3.353], [-1.981, -1.865, 3.504], [-2.602, -1.264, 4.615], [-2.670, 0.101, 4.706], [-2.163, 0.903, 3.678], [-1.567, 0.353, 2.558], [-1.095, 1.406, 1.261], [-1.424, -1.058, 2.478], [-0.758, -1.615, 1.424], [0.754, -4.341, 0.510], [0.734, -2.754, -0.287], [-0.573, -3.903, -0.572], [-1.157, -4.860, 2.141], [-2.331, -3.906, 4.105], [-3.031, -1.897, 5.381], [-3.136, 0.568, 5.563], [-2.254, 1.981, 3.729], [-0.950, 1.788, -1.805], [-1.789, 0.925, -3.028], [-2.407, 1.713, -4.044], [-2.890, 2.357, -4.866], [-1.877, -0.431, -3.113], [-1.185, -1.529, -1.978], [-2.532, -1.047, -4.218], [-3.022, -1.594, -5.105], [2.890, -0.066, 3.818], [2.147, -0.023, 1.786], [3.108, -1.902, 1.329], [3.707, 1.338, 1.010], [4.852, 0.595, 0.416], [5.834, 0.072, 1.258], [6.898, -0.665, 0.770], [7.000, -0.894, -0.594], [6.041, -0.369, -1.444], [4.965, 0.380, -0.966], [3.997, 0.954, -1.949], [2.031, 0.016, -1.970], [1.491, 0.783, -3.895], [2.684, -1.888, -2.730], [2.856, 0.931, 4.254], [3.915, -0.431, 3.802], [2.274, -0.736, 4.416], [4.134, -1.881, 1.692], [3.110, -2.079, 0.255], [2.561, -2.701, 1.829], [4.018, 1.918, 1.878], [3.212, 2.001, 0.304], [5.762, 0.267, 2.323], [7.648, -1.054, 1.446], [7.830, -1.460, -0.996], [6.130, -0.526, -2.513], [4.356, 0.807, -2.966], [3.829, 2.021, -1.794], [2.332, 0.668, -4.578], [1.214, 1.831, -3.819], [0.639, 0.221, -4.273], [3.203, -1.711, -3.672], [1.817, -2.523, -2.902], [3.366, -2.376, -2.034]]
}


{
  "formula": "C34H41BrN5O6PS",
  "method": "wB97M-V/def2-TZVPD",
  "smiles": "CC[C@H](Br)[C@H]1C(=O)O[C@@H](S)[C@]1(COC)P(=O)(O)O.c1ccncc1.c1ccncc1.c1ccncc1.c1ccncc1.c1ccncc1",
  "charge": 0,
  "largest_force_ev_per_a": 5.64,
  "e_lumo_ev": 0.066,
  "orbital_gap_ha": 0.340,
  "homo_ev": -9.179,
  "symbols": ["C", "C", "C", "Br", "C", "C", "O", "O", "C", "S", "C", "C", "O", "C", "P", "O", "O", "O", "H", "H", "H", "H", "H", "H", "H", "H", "H", "H", "H", "H", "H", "H", "H", "H", "N", "C", "C", "C", "C", "C", "H", "H", "H", "H", "H", "N", "C", "C", "C", "C", "C", "H", "H", "H", "H", "H", "N", "C", "C", "C", "C", "C", "H", "H", "H", "H", "H", "N", "C", "C", "C", "C", "C", "H", "H", "H", "H", "H", "N", "C", "C", "C", "C", "C", "H", "H", "H", "H", "H"],
  "coordinates": [[-1.573, 0.959, -0.506], [-2.413, 2.267, -0.542], [-3.441, 2.341, 0.604], [-2.609, 2.286, 2.366], [-4.577, 1.308, 0.380], [-4.624, -0.035, 1.132], [-3.864, -0.591, 1.771], [-5.876, -0.545, 0.826], [-6.653, 0.360, 0.078], [-8.447, 0.113, 0.112], [-6.052, 1.762, 0.443], [-6.281, 2.297, 1.901], [-7.415, 1.777, 2.556], [-7.149, 0.667, 3.396], [-6.407, 3.032, -0.840], [-5.985, 4.348, -0.382], [-7.978, 3.098, -1.164], [-5.593, 2.736, -2.209], [-0.513, 1.155, -0.383], [-1.929, 0.311, 0.300], [-1.724, 0.411, -1.440], [-1.801, 3.168, -0.481], [-2.952, 2.303, -1.494], [-3.902, 3.328, 0.509], [-4.390, 0.975, -0.658], [-6.307, 0.198, -0.960], [-8.907, 0.832, -0.934], [-5.384, 2.172, 2.517], [-6.445, 3.377, 1.819], [-7.348, -0.293, 2.907], [-6.142, 0.666, 3.829], [-7.852, 0.719, 4.234], [-8.144, 3.831, -1.779], [-5.310, 1.810, -2.272], [1.223, -0.122, -1.667], [0.885, -1.262, -2.269], [1.665, -2.409, -2.247], [2.869, -2.371, -1.563], [3.239, -1.196, -0.931], [2.385, -0.105, -1.011], [-0.064, -1.246, -2.796], [1.337, -3.307, -2.754], [3.507, -3.244, -1.521], [4.172, -1.125, -0.386], [2.631, 0.835, -0.529], [-4.753, 7.539, 1.964], [-5.587, 6.670, 1.385], [-6.833, 6.342, 1.900], [-7.235, 6.943, 3.081], [-6.383, 7.846, 3.698], [-5.161, 8.108, 3.099], [-5.231, 6.223, 0.469], [-7.467, 5.633, 1.386], [-8.200, 6.712, 3.515], [-6.661, 8.336, 4.622], [-4.464, 8.810, 3.545], [4.355, -5.238, -0.387], [3.869, -6.435, -0.714], [4.553, -7.625, -0.518], [5.817, -7.570, 0.045], [6.342, -6.337, 0.391], [5.574, -5.208, 0.157], [2.877, -6.429, -1.155], [4.107, -8.569, -0.801], [6.384, -8.475, 0.212], [7.325, -6.252, 0.832], [5.943, -4.221, 0.415], [8.594, -8.036, -1.318], [8.795, -7.305, -2.413], [10.008, -7.234, -3.081], [11.075, -7.961, -2.580], [10.888, -8.726, -1.441], [9.633, -8.730, -0.852], [7.931, -6.750, -2.767], [10.112, -6.625, -3.968], [12.040, -7.932, -3.071], [11.696, -9.308, -1.018], [9.439, -9.317, 0.039], [3.452, 3.091, -0.330], [3.481, 4.373, -0.693], [4.616, 5.167, -0.636], [5.790, 4.599, -0.172], [5.783, 3.269, 0.212], [4.594, 2.564, 0.112], [2.538, 4.777, -1.046], [4.579, 6.202, -0.947], [6.699, 5.185, -0.111], [6.679, 2.788, 0.581], [4.545, 1.518, 0.398]]
}


{
  "formula": "C28H46F6OP2Pr",
  "method": "wB97M-V/def2-TZVPD",
  "de_lowest_kcal_mol": 24.14,
  "spin_multiplicity": 3,
  "s_squared": 2.014,
  "charge": 1,
  "largest_force_ev_per_a": 1.85,
  "e_lumo_ev": [-3.981, -3.949],
  "orbital_gap_ha": [0.227, 0.228],
  "homo_ev": [-10.146, -10.146],
  "symbols": ["Pr", "C", "C", "C", "C", "C", "C", "H", "H", "H", "C", "H", "H", "H", "C", "H", "H", "H", "C", "H", "H", "H", "C", "H", "H", "H", "C", "C", "C", "C", "C", "C", "C", "C", "H", "H", "H", "H", "H", "H", "H", "H", "H", "H", "H", "H", "P", "P", "C", "C", "H", "H", "H", "H", "C", "H", "H", "H", "C", "H", "H", "H", "C", "H", "H", "H", "C", "H", "H", "H", "C", "C", "O", "C", "F", "F", "F", "C", "F", "F", "F", "H", "H", "H"],
  "coordinates": [[-1.258, 0.951, 1.666], [0.326, 0.599, 3.846], [1.151, 0.862, 2.717], [-0.207, 2.726, 3.085], [-0.528, 1.725, 4.058], [0.861, 2.199, 2.271], [0.587, -0.434, 4.871], [1.375, -1.136, 4.597], [-0.314, -1.009, 5.065], [0.882, 0.049, 5.818], [-1.321, 1.956, 5.296], [-1.534, 1.013, 5.819], [-2.290, 2.423, 5.073], [-0.770, 2.609, 6.017], [-0.898, 4.045, 2.936], [-1.170, 4.429, 3.938], [-1.839, 4.013, 2.342], [-0.233, 4.774, 2.443], [1.803, 2.981, 1.438], [2.752, 3.176, 1.990], [1.361, 3.938, 1.134], [2.059, 2.417, 0.530], [2.460, 0.208, 2.488], [3.265, 0.947, 2.642], [2.563, -0.193, 1.479], [2.615, -0.612, 3.196], [1.191, -2.668, 0.116], [2.316, -2.611, 0.860], [3.722, -2.680, 0.366], [3.976, -1.962, -0.983], [3.597, -0.501, -0.941], [2.430, 0.062, -1.314], [1.043, -0.503, -1.200], [0.924, -2.050, -1.211], [3.989, -3.745, 0.224], [3.427, -2.496, -1.778], [4.385, -2.252, 1.125], [1.583, -2.457, -1.991], [0.285, -3.071, 0.590], [2.213, -2.674, 1.948], [-0.124, -2.299, -1.484], [0.524, -0.100, -0.300], [2.446, 1.119, -1.631], [0.435, -0.108, -2.028], [5.052, -2.024, -1.227], [4.402, 0.154, -0.542], [-0.519, -0.580, -4.198], [-0.758, 2.367, -4.684], [-1.009, -0.143, -5.970], [-1.436, 1.315, -6.082], [-1.821, -0.820, -6.273], [-0.149, -0.347, -6.629], [-1.117, 1.739, -7.048], [-2.531, 1.389, -6.009], [-1.314, 3.911, -5.545], [-0.875, 4.788, -5.061], [-2.405, 3.976, -5.473], [-1.027, 3.896, -6.606], [0.984, 2.437, -5.343], [1.008, 2.432, -6.444], [1.578, 1.599, -4.957], [1.439, 3.371, -4.981], [-2.058, -1.473, -3.748], [-1.997, -1.754, -2.689], [-2.173, -2.368, -4.373], [-2.909, -0.795, -3.894], [0.582, -1.979, -4.694], [1.118, -1.701, -5.614], [-0.011, -2.887, -4.871], [1.324, -2.160, -3.907], [-4.201, -1.628, 2.683], [-2.856, -1.637, 3.361], [-2.018, -0.660, 2.875], [-3.158, -1.522, 4.895], [-4.100, -2.426, 5.287], [-2.087, -1.693, 5.719], [-3.653, -0.263, 5.146], [-2.123, -3.001, 3.121], [-2.802, -4.049, 3.683], [-2.026, -3.259, 1.784], [-0.852, -3.013, 3.601], [-4.741, -0.720, 2.993], [-4.755, -2.520, 2.998], [-4.065, -1.610, 1.595]]
}


{
  "formula": "C6H11IO2S",
  "method": "wB97M-V/def2-TZVPD",
  "de_lowest_kcal_mol": 0.00,
  "smiles": "C=C(C)I.O=CSCCO",
  "charge": 0,
  "largest_force_ev_per_a": 3.62,
  "e_lumo_ev": 0.503,
  "orbital_gap_ha": 0.343,
  "homo_ev": -8.836,
  "symbols": ["C", "C", "C", "C", "C", "C", "O", "O", "S", "I", "H", "H", "H", "H", "H", "H", "H", "H", "H", "H", "H"],
  "coordinates": [[1.848, -1.085, -0.106], [-1.684, -2.882, 0.130], [-2.256, -0.834, 1.537], [0.801, 2.355, -0.440], [1.676, 1.403, -1.203], [-2.029, -1.633, 0.221], [0.894, -1.461, -0.708], [1.562, 3.315, 0.279], [2.721, 0.336, -0.091], [-2.105, -0.406, -1.509], [2.404, -1.692, 0.613], [-1.558, -3.426, 0.986], [-1.583, -3.210, -0.922], [-3.315, -0.776, 1.602], [-1.694, 0.137, 1.453], [-1.744, -1.396, 2.422], [0.259, 1.958, 0.480], [0.050, 2.892, -1.045], [2.376, 2.036, -1.765], [0.950, 0.879, -1.810], [2.424, 3.489, -0.125]]
}


{
  "formula": "C4H8N2",
  "method": "wB97M-V/def2-TZVPD",
  "de_lowest_kcal_mol": 71.87,
  "charge": 2,
  "largest_force_ev_per_a": 4.67,
  "e_lumo_ev": [-12.207, -12.207],
  "orbital_gap_ha": [0.327, 0.327],
  "homo_ev": [-21.101, -21.101],
  "symbols": ["C", "C", "C", "C", "N", "N", "H", "H", "H", "H", "H", "H", "H", "H"],
  "coordinates": [[0.683, 1.497, -0.004], [-1.134, 0.319, 0.011], [-2.142, -0.610, 0.000], [2.123, -0.510, 0.004], [-0.718, 1.536, 0.003], [0.993, 0.261, 0.009], [1.323, 2.379, -0.015], [-2.209, -1.158, 0.960], [-1.987, -1.401, -0.758], [-3.139, -0.164, -0.200], [2.040, -1.322, -0.736], [2.275, -0.991, 0.982], [3.022, 0.083, -0.240], [-1.305, 2.385, 0.007]]
}


{
  "formula": "H30O15",
  "method": "wB97M-V/def2-TZVPD",
  "de_lowest_kcal_mol": 157.62,
  "charge": 0,
  "largest_force_ev_per_a": 5.77,
  "e_lumo_ev": -0.496,
  "orbital_gap_ha": 0.321,
  "homo_ev": -9.227,
  "symbols": ["H", "H", "H", "H", "H", "H", "H", "H", "H", "H", "H", "H", "H", "H", "H", "H", "H", "H", "H", "H", "H", "H", "H", "H", "H", "H", "H", "H", "H", "H", "O", "O", "O", "O", "O", "O", "O", "O", "O", "O", "O", "O", "O", "O", "O"],
  "coordinates": [[-0.886, -0.449, 0.103], [0.637, -0.544, 0.103], [-2.997, 4.116, -0.793], [-2.677, 2.952, -1.739], [3.079, -3.925, 0.584], [2.375, -3.682, -0.720], [-1.732, 1.297, -3.694], [-1.650, 1.118, -5.180], [2.264, 0.871, -3.363], [3.510, 0.030, -3.098], [0.162, 1.063, 3.502], [-0.259, 0.390, 4.726], [-1.376, -2.304, 3.879], [-2.047, -1.616, 2.822], [2.862, 1.242, -0.512], [3.409, 2.234, -1.450], [0.834, 4.185, 0.736], [-0.268, 3.927, -0.240], [-0.265, 0.195, -2.163], [0.359, -0.787, -2.945], [-2.549, 0.115, 0.265], [-3.249, 0.069, -1.210], [3.222, -1.787, 0.471], [2.214, -1.523, -0.599], [0.310, -1.204, 2.170], [1.031, -2.424, 2.095], [-1.080, 2.175, 2.986], [-2.543, 2.476, 2.875], [-1.033, -3.025, -0.121], [-0.702, -4.400, 0.400], [-0.130, -0.978, 0.370], [-3.415, 3.313, -1.155], [3.237, -3.511, -0.276], [-2.214, 0.964, -4.403], [2.682, 0.334, -2.723], [0.374, 0.316, 3.964], [-1.877, -2.492, 3.048], [2.850, 2.127, -0.637], [0.616, 4.146, -0.195], [-0.542, -0.533, -2.626], [-3.357, 0.226, -0.233], [2.591, -1.103, 0.216], [1.125, -1.499, 1.818], [-1.888, 1.876, 3.390], [-1.007, -3.973, -0.446]]
}


{
  "formula": "C27H25Br2NO2",
  "method": "wB97M-V/def2-TZVPD",
  "de_lowest_kcal_mol": 26.48,
  "charge": 0,
  "largest_force_ev_per_a": 2.61,
  "e_lumo_ev": -2.115,
  "orbital_gap_ha": 0.157,
  "homo_ev": -6.378,
  "symbols": ["Br", "C", "C", "C", "C", "C", "C", "C", "C", "C", "C", "C", "Br", "C", "C", "C", "C", "H", "H", "H", "H", "H", "H", "H", "H", "H", "H", "H", "C", "C", "O", "C", "C", "C", "N", "C", "C", "C", "C", "C", "C", "C", "O", "H", "H", "H", "H", "H", "H", "H", "H", "H", "H", "H", "H", "H", "H"],
  "coordinates": [[-5.453, 3.478, -2.403], [-3.769, 2.716, -2.003], [-3.665, 1.341, -1.729], [-2.422, 0.782, -1.441], [-1.243, 1.568, -1.452], [0.043, 0.952, -1.216], [1.244, 1.632, -1.480], [2.474, 1.002, -1.568], [3.723, 1.664, -1.815], [4.926, 0.910, -1.859], [6.157, 1.523, -2.074], [6.221, 2.917, -2.260], [7.890, 3.761, -2.509], [5.043, 3.685, -2.232], [3.811, 3.069, -2.013], [-1.377, 2.962, -1.703], [-2.621, 3.524, -1.987], [-4.555, 0.720, -1.735], [-2.341, -0.279, -1.199], [0.073, -0.142, -1.157], [1.222, 2.715, -1.609], [2.511, -0.080, -1.433], [4.869, -0.172, -1.722], [7.069, 0.933, -2.110], [5.097, 4.758, -2.389], [2.906, 3.676, -2.003], [-0.503, 3.614, -1.663], [-2.706, 4.587, -2.191], [1.861, -4.402, 0.325], [2.136, -3.011, 0.820], [0.941, -2.218, 0.584], [1.132, -0.938, 0.939], [-0.145, -0.169, 1.174], [-0.029, 1.235, 1.620], [-1.152, -0.936, 1.529], [-2.274, -0.660, 2.119], [-3.254, -1.685, 2.414], [-4.397, -1.412, 3.205], [-5.313, -2.423, 3.481], [-5.105, -3.719, 2.983], [-3.962, -4.003, 2.218], [-3.041, -2.993, 1.936], [2.230, -0.437, 1.115], [2.747, -5.019, 0.489], [1.030, -4.866, 0.863], [1.639, -4.420, -0.745], [2.333, -3.011, 1.901], [2.987, -2.559, 0.294], [0.950, 1.608, 1.308], [-0.834, 1.818, 1.154], [-0.124, 1.344, 2.715], [-2.501, 0.367, 2.452], [-4.529, -0.401, 3.597], [-6.195, -2.205, 4.086], [-5.833, -4.505, 3.190], [-3.788, -5.011, 1.838], [-2.139, -3.186, 1.355]]
}


{
  "formula": "C28H28O4",
  "method": "wB97M-V/def2-TZVPD",
  "de_lowest_kcal_mol": 56.49,
  "charge": 0,
  "largest_force_ev_per_a": 2.11,
  "e_lumo_ev": -2.444,
  "orbital_gap_ha": 0.173,
  "homo_ev": -7.160,
  "symbols": ["C", "C", "C", "C", "C", "C", "C", "C", "C", "C", "C", "C", "C", "C", "C", "H", "H", "H", "H", "H", "H", "H", "H", "H", "H", "H", "H", "H", "H", "H", "C", "C", "C", "O", "C", "O", "C", "C", "C", "C", "C", "C", "C", "C", "C", "O", "O", "H", "H", "H", "H", "H", "H", "H", "H", "H", "H", "H", "H", "H"],
  "coordinates": [[-1.304, 1.274, 6.012], [-1.327, 1.080, 4.535], [-2.238, 0.167, 3.990], [-2.219, -0.099, 2.640], [-1.303, 0.562, 1.771], [-1.285, 0.154, 0.398], [-1.474, 1.116, -0.640], [-2.659, 1.056, -1.433], [-2.988, 2.079, -2.298], [-2.143, 3.193, -2.423], [-2.548, 4.348, -3.274], [-0.921, 3.211, -1.739], [-0.572, 2.184, -0.875], [-0.483, 1.581, 2.325], [-0.486, 1.811, 3.690], [-0.662, 2.117, 6.279], [-2.324, 1.460, 6.374], [-0.935, 0.377, 6.529], [-2.957, -0.323, 4.653], [-2.920, -0.816, 2.200], [-1.633, -0.862, 0.211], [-3.328, 0.196, -1.309], [-3.929, 2.044, -2.854], [-1.963, 5.233, -3.016], [-2.396, 4.132, -4.336], [-3.612, 4.562, -3.135], [-0.262, 4.072, -1.871], [0.392, 2.140, -0.363], [0.157, 2.160, 1.665], [0.143, 2.581, 4.139], [1.963, -1.215, 0.425], [1.983, -1.512, -1.063], [3.326, -1.126, -1.685], [1.813, -2.926, -1.324], [0.510, -3.365, -1.363], [0.267, -4.446, -1.876], [-0.527, -2.373, -0.927], [-1.868, -2.967, -0.744], [-1.936, -3.764, 0.559], [-2.780, -3.361, 1.601], [-2.636, -3.928, 2.870], [-1.698, -4.946, 3.079], [-0.916, -5.414, 2.015], [-1.074, -4.841, 0.752], [-0.281, -1.301, -1.880], [-1.067, -0.924, -2.726], [1.001, -0.766, -1.828], [0.961, -1.292, 0.855], [2.642, -1.921, 0.922], [2.340, -0.198, 0.587], [3.233, -1.119, -2.776], [3.589, -0.118, -1.356], [4.098, -1.833, -1.375], [-2.627, -2.189, -0.752], [-2.036, -3.652, -1.586], [-3.550, -2.606, 1.410], [-3.263, -3.574, 3.693], [-1.580, -5.379, 4.073], [-0.186, -6.215, 2.148], [-0.515, -5.233, -0.095]]
}


Number 5 is which compound? C4H8N2